Entry 1:
C2H2BrNO3 | ωB97M-V/def2-TZVPD

Values from the calculation:
E_HOMO: -11.21 eV
E_LUMO: -0.0177 Ha
Multiplicity: 1
SMILES: O=C(Br)C[N+](=O)[O-]
Total charge: 0
Electronic energy: -2931.78657 Eh
Frontier orbital gap: 10.723 eV
Energy relative to the best compared isomer or geometry (same formula, charge and spin): 94.9 kJ/mol

```
9
C2H2BrNO3 | the Open Molecules 2025 dataset | ωB97M-V/def2-TZVPD
O -0.7439 -1.8189 0.0019
C -0.6505 -0.8245 0.6166
Br -1.5601 -0.7112 2.3843
C 0.0450 0.4581 0.2086
N 0.6444 0.3903 -1.1341
O 1.4279 -0.5115 -1.3823
O 0.3203 1.2346 -1.9404
H 0.9790 0.4436 0.6905
H -0.4620 1.3395 0.5549
```

***

Entry 2:
C2H2BrO2S2 | ωB97M-V/def2-TZVPD

Values from the calculation:
E_HOMO: -4.24 eV
E_LUMO: 0.0931 Ha
Multiplicity: 1
Total charge: -1
Electronic energy: -3598.36590 Eh
Frontier orbital gap: 6.775 eV
Energy relative to the best compared isomer or geometry (same formula, charge and spin): 18.2 kJ/mol

```
9
C2H2BrO2S2 | the Open Molecules 2025 dataset | ωB97M-V/def2-TZVPD
C 0.8202 -0.0195 -0.0385
C -0.6051 0.1003 -0.4831
O 1.4015 -1.1850 -0.1597
O 1.4112 0.9781 0.3825
S -1.3322 -1.0603 -1.2669
S -1.2965 1.7292 -0.3008
Br -0.8389 -0.9869 2.2161
H 0.5492 -1.7015 -0.3867
H -0.1093 2.1455 0.0371
```

***

Entry 3:
C2H2BrO3S | ωB97M-V/def2-TZVPD

Values from the calculation:
E_HOMO: -5.23 eV
E_LUMO: 0.1107 Ha
Multiplicity: 1
SMILES: O=S(=O)([O-])/C=C/Br
Total charge: -1
Electronic energy: -3275.36106 Eh
Frontier orbital gap: 8.245 eV
Energy relative to the best compared isomer or geometry (same formula, charge and spin): 110.0 kJ/mol

```
9
C2H2BrO3S | the Open Molecules 2025 dataset | ωB97M-V/def2-TZVPD
O -1.4730 -0.6275 -1.2696
S -1.2864 0.1560 -0.0248
O -1.1533 1.6186 -0.1179
O -2.1549 -0.2148 1.0395
C 0.2699 -0.5554 0.4117
C 1.2817 0.2466 -0.1452
Br 3.1129 -0.3055 -0.1840
H 0.4260 -1.5363 0.5928
H 0.9769 1.2182 -0.3025
```

***

Entry 4:
C2H2Cl2I2 | ωB97M-V/def2-TZVPD

Values from the calculation:
E_HOMO: -9.41 eV
E_LUMO: -0.0282 Ha
Multiplicity: 1
Total charge: 0
Electronic energy: -1593.15166 Eh
Frontier orbital gap: 8.643 eV
Energy relative to the best compared isomer or geometry (same formula, charge and spin): 40.3 kJ/mol

```
8
C2H2Cl2I2 | the Open Molecules 2025 dataset | ωB97M-V/def2-TZVPD
C -0.8215 0.0975 0.1612
C 0.6467 -0.1283 -0.2589
Cl -1.3385 1.7695 -0.1230
Cl 0.9195 0.0992 -1.9570
I 2.0055 1.1248 0.8142
I 1.0190 -2.1922 0.5455
H -1.0306 -0.2842 1.2870
H -1.4001 -0.4862 -0.4691
```

***

Entry 5:
C2H2Cl2N | ωB97M-V/def2-TZVPD

Values from the calculation:
E_HOMO: -16.70 eV
E_LUMO: -0.2330 Ha
Multiplicity: 1
SMILES: ClC=[N+]=CCl
Total charge: +1
Electronic energy: -1052.19418 Eh
Frontier orbital gap: 10.358 eV
Energy relative to the best compared isomer or geometry (same formula, charge and spin): 41.5 kJ/mol

```
7
C2H2Cl2N | the Open Molecules 2025 dataset | ωB97M-V/def2-TZVPD
Cl -2.2040 -1.1320 0.1187
C -1.1720 0.0324 -0.4844
N -0.0527 0.2738 0.0616
C 1.1052 0.2395 0.5241
Cl 2.4871 -0.7999 -0.1524
H -1.7271 0.6302 -1.3531
H 1.5635 0.7559 1.2854
```

***

Entry 6:
C2H2Cl2N2 | ωB97M-V/def2-TZVPD

Values from the calculation:
E_HOMO: -10.10 eV
E_LUMO: -0.0205 Ha
Multiplicity: 1
SMILES: N#CCN(Cl)Cl
Total charge: 0
Electronic energy: -1107.19072 Eh
Frontier orbital gap: 9.546 eV
Energy relative to the best compared isomer or geometry (same formula, charge and spin): 124.3 kJ/mol

```
8
C2H2Cl2N2 | the Open Molecules 2025 dataset | ωB97M-V/def2-TZVPD
N 0.4818 -0.5463 2.4167
C 0.4491 -0.0967 1.3513
C 0.4426 0.4008 0.0208
N -0.8509 -0.0215 -0.5166
Cl -1.3477 0.5981 -2.0715
Cl -1.0133 -1.7806 -0.4806
H 0.3874 1.4293 -0.1833
H 1.4509 0.0169 -0.5369
```

***

Entry 7:
C2H2Cl2O | ωB97M-V/def2-TZVPD

Values from the calculation:
E_HOMO: -10.60 eV
E_LUMO: 0.0124 Ha
Multiplicity: 1
SMILES: O=CC(Cl)Cl
Total charge: 0
Electronic energy: -1072.99617 Eh
Frontier orbital gap: 10.936 eV
Energy relative to the best compared isomer or geometry (same formula, charge and spin): 74.6 kJ/mol

```
7
C2H2Cl2O | the Open Molecules 2025 dataset | ωB97M-V/def2-TZVPD
O 1.4755 -0.9719 0.3472
C 0.8403 -0.1042 -0.1813
C -0.7167 0.0716 -0.0117
Cl -1.3115 1.5248 0.6235
Cl -1.2470 -0.1805 -1.6952
H 1.2099 0.4056 -0.9771
H -1.2698 -0.7953 0.4395
```

***

Entry 8:
C2H2Cl2O2 | ωB97M-V/def2-TZVPD

Values from the calculation:
E_HOMO: -10.84 eV
E_LUMO: 0.0194 Ha
Multiplicity: 1
SMILES: O=C(Cl)OCCl
Total charge: 0
Electronic energy: -1148.24375 Eh
Frontier orbital gap: 11.368 eV
Energy relative to the best compared isomer or geometry (same formula, charge and spin): 164.2 kJ/mol

```
8
C2H2Cl2O2 | the Open Molecules 2025 dataset | ωB97M-V/def2-TZVPD
O -1.0226 -0.0231 1.3546
C -1.2832 0.0638 0.2176
Cl -2.7139 0.0778 -0.5689
O -0.1178 0.3619 -0.7197
C 1.0342 0.0955 -0.1759
Cl 1.2861 -1.6781 -0.0343
H 1.8861 0.5290 -0.8397
H 0.9312 0.5732 0.7663
```

***

Entry 9:
C2H2Cl2O2S | ωB97M-V/def2-TZVPD

Values from the calculation:
E_HOMO (spin up / spin down): -8.59 / -8.48 eV
E_LUMO (spin up / spin down): -0.0350 / -0.0352 Ha
Multiplicity: 1
Total charge: 0
Electronic energy: -1546.27363 Eh
Frontier orbital gap (spin up / spin down): 7.643 / 7.520 eV
Energy relative to the best compared isomer or geometry (same formula, charge and spin): 473.2 kJ/mol

```
9
C2H2Cl2O2S | the Open Molecules 2025 dataset | ωB97M-V/def2-TZVPD
C -0.2368 0.6201 -0.0842
C -1.0037 -0.5735 -0.5107
O 3.4988 -0.1445 -0.6921
O -0.4868 1.2584 0.9936
S 3.1602 1.1152 -0.0553
Cl -2.5724 -0.7270 0.3488
Cl 0.3478 -1.7613 0.0662
H -1.3807 -0.7899 -1.6142
H -1.3264 1.0025 1.5480
```

***

Entry 10:
C2H2Cl2P | ωB97M-V/def2-TZVPD

Values from the calculation:
E_HOMO: -15.06 eV
E_LUMO: -0.3059 Ha
Multiplicity: 1
Total charge: +1
Electronic energy: -1338.75859 Eh
Frontier orbital gap: 6.740 eV
Energy relative to the best compared isomer or geometry (same formula, charge and spin): 71.8 kJ/mol

```
7
C2H2Cl2P | the Open Molecules 2025 dataset | ωB97M-V/def2-TZVPD
C -1.1608 0.0272 0.2051
C -0.8101 -0.0861 1.3556
P -2.0098 0.0341 -1.2864
Cl -0.6975 0.5719 -2.5827
Cl 2.6398 -0.3783 0.6176
H 2.2833 0.0885 -0.5465
H -0.2449 -0.2573 2.2374
```

***

Entry 11:
C2H2Cl2S | ωB97M-V/def2-TZVPD

Values from the calculation:
E_HOMO (spin up / spin down): -8.06 / -8.06 eV
E_LUMO (spin up / spin down): -0.0467 / -0.0467 Ha
Multiplicity: 1
Total charge: 0
Electronic energy: -1395.80035 Eh
Frontier orbital gap (spin up / spin down): 6.794 / 6.793 eV
Energy relative to the best compared isomer or geometry (same formula, charge and spin): 408.3 kJ/mol

```
7
C2H2Cl2S | the Open Molecules 2025 dataset | ωB97M-V/def2-TZVPD
C -0.2759 -1.0124 0.0161
C -3.9252 -0.2113 -0.5125
S -1.5298 -0.2825 -0.8843
Cl -4.2920 -0.8849 0.9691
Cl -3.8965 1.5127 -0.7298
H 0.7844 -0.8850 -0.1352
H -0.7686 -1.7756 0.6170
```

***

Entry 12:
C2H2Cl2Si | ωB97M-V/def2-TZVPD

Values from the calculation:
E_HOMO: -9.29 eV
E_LUMO: -0.0357 Ha
Multiplicity: 1
Total charge: 0
Electronic energy: -1287.22254 Eh
Frontier orbital gap: 8.321 eV
Energy relative to the best compared isomer or geometry (same formula, charge and spin): 259.3 kJ/mol

```
7
C2H2Cl2Si | the Open Molecules 2025 dataset | ωB97M-V/def2-TZVPD
C 1.0086 -1.6098 2.3800
C 0.6385 -1.0569 3.3933
Si -0.3668 -0.5087 4.8050
Cl -1.3875 1.4948 -0.3936
Cl -0.3132 1.5025 4.3800
H 1.0001 -1.9453 1.3819
H -1.9414 1.8554 -1.5700
```